[1]
{
  "formula": "C5H12Br2N2O2",
  "method": "ωB97M-V/def2-TZVPD",
  "orbital_gap_ev": [7.7165, 7.6498],
  "de_lowest_ev": 1.0695,
  "elements": ["C", "C", "C", "C", "C", "N", "N", "O", "O", "Br", "Br", "H", "H", "H", "H", "H", "H", "H", "H", "H", "H", "H", "H"],
  "coordinates": [[0.901143, -1.347764, 1.095373], [0.915916, 1.179251, 0.938353], [1.058640, 0.277958, -2.808337], [-1.254643, -0.172596, 0.204716], [0.005551, -0.110464, 1.196250], [-0.485907, -0.132223, 2.527281], [-0.936178, -0.663366, -1.108927], [-1.893697, 1.038602, 0.073420], [0.227162, 0.776374, -1.888900], [-1.847733, -1.300224, 3.115531], [-2.203355, -0.998141, -2.292446], [1.821236, -1.116517, 0.458050], [1.021386, -1.553361, 2.145125], [0.143652, -2.019825, 0.587251], [0.889767, 1.220865, -0.187677], [1.751722, 1.057107, 1.498983], [0.271864, 2.137588, 1.164800], [1.730412, -0.545532, -2.415278], [1.489048, 1.156090, -3.322606], [0.588550, -0.321277, -3.694241], [-1.976847, -1.028310, 0.575865], [-0.727632, 0.899667, 2.819116], [-1.490058, 1.566097, -0.681704]],
  "atomic_forces_ev_per_a": [[-1.362, 0.390, -2.269], [-6.433, 0.883, -1.956], [0.346, -3.063, -2.307], [-0.004, -0.645, -0.656], [0.124, 0.343, -1.940], [-0.599, 4.186, 2.813], [3.730, -0.338, -0.058], [-0.508, 1.752, -0.296], [-2.655, -0.204, 1.478], [0.334, 0.319, -0.363], [-1.126, 0.237, -0.680], [-1.267, -0.825, 1.000], [0.941, -0.833, -0.021], [1.795, -0.431, 0.565], [1.314, -0.171, 1.373], [2.726, 0.106, 1.227], [1.444, -1.627, 0.230], [0.144, 1.440, -0.112], [0.508, -0.406, 0.382], [-0.075, 1.136, 1.159], [1.105, 1.751, -0.324], [-0.024, -2.848, -0.579], [-0.457, -1.152, 1.335]]
}

[2]
{
  "formula": "C5H10N3S",
  "method": "ωB97M-V/def2-TZVPD",
  "charge": 1,
  "orbital_gap_ev": 9.0679,
  "de_lowest_ev": 1.6454,
  "elements": ["C", "C", "C", "C", "C", "N", "N", "N", "S", "H", "H", "H", "H", "H", "H", "H", "H", "H", "H"],
  "coordinates": [[2.450815, 1.096276, -0.049861], [2.865945, -1.238573, 0.022505], [1.334998, 0.333129, 0.002554], [-1.016940, -0.242541, -0.468639], [-0.088891, 0.795302, 0.190612], [1.526625, -0.993611, -0.005396], [-0.298830, 2.141486, -0.233764], [-0.789320, -1.642609, -0.102252], [3.861512, 0.120061, -0.042510], [2.566602, 2.132776, 0.161811], [3.312968, -2.204941, -0.282486], [-2.011701, 0.119749, -0.473433], [-0.684668, -0.234383, -1.558811], [-0.162945, 0.665860, 1.738040], [0.286319, 2.799282, 0.080039], [-1.269665, 2.519835, -0.113331], [-1.449752, -2.135710, -0.706694], [-0.874221, -1.862762, 0.877143], [0.562825, -1.630418, -0.170946]],
  "atomic_forces_ev_per_a": [[0.704, -0.124, 0.522], [-0.531, -1.328, -1.527], [-1.392, 1.782, 0.443], [1.861, 1.267, -1.768], [0.449, -0.180, 3.718], [4.176, -0.526, -0.098], [-4.392, -2.992, -1.501], [-0.894, 0.168, -0.556], [-1.237, -0.327, 0.169], [-0.206, 0.588, -0.274], [-0.614, 0.467, 0.803], [-1.207, -0.051, 0.402], [-0.556, 0.287, 1.041], [-0.126, 0.041, -3.864], [2.971, 2.635, 1.547], [1.271, -0.918, -0.153], [0.404, -0.616, 0.683], [-0.792, -0.030, 0.370], [0.110, -0.144, 0.045]]
}

[3]
{
  "formula": "C43H30Cl5MoN7O",
  "method": "ωB97M-V/def2-TZVPD",
  "orbital_gap_ev": [5.6504, 5.6489],
  "de_lowest_ev": 0.1564,
  "elements": ["Mo", "C", "C", "N", "C", "C", "C", "C", "C", "C", "C", "N", "C", "C", "C", "C", "C", "C", "C", "C", "N", "C", "H", "H", "H", "H", "H", "H", "H", "H", "H", "H", "H", "H", "Cl", "C", "C", "C", "Cl", "C", "Cl", "C", "Cl", "C", "Cl", "C", "C", "C", "C", "C", "N", "C", "O", "N", "C", "C", "C", "C", "N", "C", "C", "C", "H", "H", "H", "H", "H", "H", "H", "H", "H", "H", "H", "H", "H", "N", "C", "C", "C", "C", "C", "C", "H", "H", "H", "H", "H"],
  "coordinates": [[0.740894, -0.655751, -1.133997], [1.165594, 3.424349, 0.158703], [1.435894, 2.102249, -0.157697], [0.471994, 1.188549, -0.365397], [-0.823806, 1.573349, -0.169097], [-1.184706, 2.918949, 0.082103], [-0.140506, 3.859149, 0.245003], [-2.552606, 3.235249, 0.149003], [-3.484806, 2.227749, 0.087403], [-3.124606, 0.890549, -0.045897], [-1.789606, 0.530349, -0.236597], [-1.207006, -0.693651, -0.452497], [-1.851306, -1.900351, -0.510397], [-3.206106, -2.218951, -0.600497], [-3.632006, -3.542251, -0.622597], [-2.752706, -4.595151, -0.569997], [-1.372206, -4.336051, -0.552197], [-0.391106, -5.350751, -0.601597], [0.934894, -4.983951, -0.654497], [1.279894, -3.640251, -0.683097], [0.382694, -2.644051, -0.654397], [-0.932906, -2.988251, -0.544897], [1.992594, 4.101649, 0.298003], [2.456394, 1.762049, -0.303097], [-0.384406, 4.892049, 0.438403], [-2.860606, 4.263849, 0.260503], [-4.535606, 2.471349, 0.145803], [-3.914606, 0.165349, 0.000903], [-3.953206, -1.455751, -0.698197], [-4.690406, -3.734851, -0.698097], [-3.101106, -5.617151, -0.579597], [-0.687006, -6.388051, -0.629697], [1.716894, -5.727851, -0.700197], [2.321094, -3.356751, -0.751297], [0.465994, 2.344649, -2.961497], [-0.383606, 1.017149, -3.642697], [-0.269106, -0.251751, -3.062097], [-0.817606, -1.261651, -3.860197], [-0.517906, -2.898051, -3.426197], [-1.522406, -1.044951, -5.040997], [-2.183606, -2.361151, -5.926997], [-1.689306, 0.253549, -5.509897], [-2.576106, 0.569649, -6.938497], [-1.085506, 1.291849, -4.813097], [-1.217706, 2.897949, -5.405597], [-4.660906, 3.342049, 5.150303], [-3.346106, 2.641849, 4.994003], [-3.219506, 1.518949, 4.188103], [-1.998006, 0.893649, 4.033003], [-0.875406, 1.387649, 4.687903], [0.354694, 0.766849, 4.428803], [1.582794, 1.226749, 4.772503], [1.830294, 2.036749, 5.636903], [2.656794, 0.643149, 4.099303], [2.846794, 0.040249, 2.871703], [4.156794, -0.372851, 2.579203], [4.404894, -0.997551, 1.374403], [3.365194, -1.191351, 0.487203], [2.118694, -0.765251, 0.718503], [1.871794, -0.166351, 1.893103], [-0.994206, 2.487049, 5.529803], [-2.221606, 3.102149, 5.669203], [-5.389106, 2.958349, 4.440403], [-4.542106, 4.412449, 4.987203], [-5.045806, 3.195149, 6.159803], [-4.080606, 1.132849, 3.663803], [-1.916506, 0.026749, 3.391203], [0.305194, -0.044951, 3.833903], [3.523094, 0.906949, 4.554603], [4.952194, -0.182351, 3.283103], [5.399994, -1.330751, 1.127603], [3.545994, -1.656951, -0.469297], [0.858894, 0.196549, 2.015203], [-0.130206, 2.855649, 6.057903], [-2.309506, 3.964549, 6.313403], [2.239094, -0.653651, -2.077497], [3.049994, -0.707951, -3.117997], [3.630894, 0.455249, -3.669297], [4.432694, 0.376449, -4.784297], [4.709594, -0.851151, -5.370397], [4.158294, -2.006451, -4.834297], [3.346794, -1.948551, -3.726397], [3.407694, 1.405749, -3.204797], [4.848694, 1.281049, -5.205097], [5.343194, -0.907251, -6.241297], [4.364494, -2.963651, -5.289497], [2.894994, -2.842051, -3.314497]],
  "atomic_forces_ev_per_a": [[3.954, -0.234, 0.187], [-0.559, 0.576, 0.157], [-0.382, -1.114, -0.154], [-0.243, 2.662, 0.596], [-0.155, 0.726, 0.230], [0.365, -0.387, -0.042], [0.269, -0.562, -0.154], [-0.537, -0.087, 0.096], [0.254, 0.898, 0.144], [0.622, -0.646, -0.152], [-0.686, 0.165, 0.062], [-1.289, 0.123, 0.564], [-0.639, -0.362, -0.075], [0.725, 0.778, 0.094], [0.170, -0.924, -0.031], [-0.521, 0.174, -0.025], [0.406, 0.293, 0.176], [0.326, 0.569, -0.083], [-0.495, -0.561, 0.094], [-0.270, 1.087, 0.073], [-0.349, -2.340, -0.206], [-0.194, -0.755, 0.271], [0.067, 0.095, 0.014], [-0.134, -0.019, -0.051], [0.022, 0.132, 0.039], [0.002, 0.099, 0.058], [-0.078, 0.044, 0.063], [0.034, -0.074, -0.076], [-0.034, 0.063, -0.004], [-0.145, -0.062, 0.016], [-0.042, -0.074, -0.008], [-0.050, -0.114, 0.031], [0.037, 0.000, 0.004], [-0.068, 0.085, -0.117], [0.321, 0.726, -0.088], [-0.118, -0.469, -0.107], [-0.072, -0.102, -0.443], [0.036, 0.480, -0.042], [-0.022, -0.688, -0.368], [-0.047, 0.103, 0.012], [-0.106, -0.091, -0.149], [0.148, -0.059, 0.218], [-0.167, -0.013, -0.237], [-0.118, -0.177, -0.030], [-0.059, 0.198, -0.152], [0.015, -0.014, 0.061], [-0.022, 0.017, 0.013], [0.053, 0.088, 0.071], [0.140, 0.026, 0.044], [-0.285, 0.176, 0.070], [0.031, -0.337, -0.298], [0.324, -0.268, -0.109], [-0.094, 0.279, 0.167], [0.420, 0.219, 0.482], [0.273, -0.364, -0.470], [-0.505, 0.006, -0.308], [-0.076, 0.114, 0.390], [0.007, -0.114, -0.137], [0.471, -0.114, 0.515], [-0.172, -0.047, 0.045], [0.145, 0.067, 0.101], [-0.170, -0.131, -0.173], [-0.109, 0.023, -0.013], [-0.088, 0.057, 0.003], [-0.121, 0.050, 0.012], [-0.111, -0.033, -0.077], [0.042, -0.089, -0.118], [0.085, 0.067, 0.089], [-0.273, 0.006, 0.005], [0.089, -0.031, 0.130], [0.074, -0.042, -0.091], [-0.023, 0.055, -0.010], [0.069, 0.003, -0.009], [-0.023, -0.003, -0.018], [0.012, 0.110, 0.084], [-1.845, 0.171, 1.119], [1.679, -0.137, -2.155], [-0.383, -0.300, 0.437], [0.220, -0.044, -0.181], [-0.028, 0.012, -0.025], [0.245, -0.034, -0.201], [-0.287, 0.406, 0.402], [-0.044, 0.064, -0.013], [0.046, 0.056, -0.031], [0.062, 0.000, -0.112], [0.031, -0.096, -0.078], [-0.049, -0.035, -0.016]]
}

[4]
{
  "formula": "C4H13O4",
  "method": "ωB97M-V/def2-TZVPD",
  "charge": -1,
  "orbital_gap_ev": 8.6176,
  "de_lowest_ev": 1.7774,
  "elements": ["C", "C", "C", "O", "C", "O", "H", "H", "H", "H", "H", "H", "H", "H", "H", "H", "H", "O", "H", "H", "O"],
  "coordinates": [[0.057989, -1.437085, -0.575471], [0.224236, -1.600664, 0.981205], [0.749601, -0.330396, 1.725017], [1.922784, 0.188297, 1.236729], [-1.315194, -0.846750, -0.825820], [-1.190629, 0.487365, -0.964055], [0.787957, -0.679268, -0.954789], [0.245643, -2.416592, -1.041649], [0.974930, -2.387883, 1.077740], [-0.714054, -1.833261, 1.426590], [-0.114697, 0.366284, 1.682925], [1.052572, -0.564175, 2.783565], [-1.952213, -1.042097, 0.068760], [-1.839136, -1.275064, -1.723688], [-0.202915, 0.815651, -0.898435], [1.507804, 0.892692, 0.177093], [1.650333, 1.537875, -1.445076], [1.088451, 1.736015, -0.804778], [-0.354471, 3.038774, -1.045705], [-1.362875, 2.257908, -0.229812], [-1.216108, 3.092384, -0.650350]],
  "atomic_forces_ev_per_a": [[0.180, -0.050, 1.244], [2.168, 0.652, -0.966], [0.240, -0.663, 0.452], [-0.800, 1.741, -3.231], [-0.579, -1.641, -0.187], [0.798, 2.505, -0.242], [-0.235, -1.091, 0.204], [-0.167, 0.343, -0.042], [-0.142, -0.196, 0.582], [-0.747, -0.754, 0.350], [0.302, 0.210, 0.379], [-1.241, -0.232, -0.388], [0.002, -0.257, -0.569], [0.328, 0.073, 0.499], [-1.315, -0.017, -0.360], [0.868, 0.040, 1.266], [3.971, -1.314, -4.556], [-3.192, -0.077, 5.425], [0.804, -0.480, 0.037], [-0.030, -0.856, 0.062], [-1.212, 2.068, 0.040]]
}